Record 1
Here is a structure of composition C28H26BrCaGeNO4 from the OMol25 dataset. Energies are from wB97M-V/def2-TZVPD.

Last column: natural (NBO) charge in e.
Geometry (Å):
Br: -0.8998 0.8901 3.2169  0.07
Ge: 1.2893 -3.0543 0.5792  1.30
Ca: -0.0435 -0.0016 0.0073  1.70
O: 2.2592 0.6403 -0.1753  -0.79
O: 0.3176 2.2813 -0.6559  -0.86
O: -5.8737 -0.6309 3.0885  -0.67
O: 1.6556 4.0949 -0.6174  -0.74
N: -2.3673 0.1373 1.0363  -0.53
C: -2.4870 0.3426 2.3334  0.17
C: 2.5311 -7.1650 1.3974  -0.25
C: 1.4344 2.8781 -0.5934  0.76
C: 1.6526 -1.7930 5.2704  -0.27
C: 0.5244 -7.2585 0.0846  -0.23
C: -3.4430 -0.3355 0.3947  0.10
C: -3.6316 0.1049 3.0734  -0.34
C: 3.6469 2.4562 0.5797  -0.62
C: 2.2419 -1.0206 4.2733  -0.24
C: 1.0517 -2.9977 4.9242  -0.26
C: 5.6174 -2.2648 0.2679  -0.26
C: 3.3751 1.9574 -1.8689  -0.63
C: 3.3828 -2.1975 -1.3610  -0.27
C: 1.4531 -5.0929 0.6982  -0.28
C: 1.5523 -7.9150 0.7555  -0.27
C: 2.2083 -1.4483 2.9501  -0.25
C: 2.4749 -5.7733 1.3647  -0.25
C: -4.7291 -0.3781 2.3891  0.32
C: 1.6080 -2.6579 2.5717  -0.39
C: 0.4837 -5.8677 0.0620  -0.26
C: 4.6180 -1.7917 -1.8601  -0.24
C: -4.6440 -0.5898 1.0156  -0.37
C: 4.3772 -2.6782 0.7496  -0.18
C: 3.2258 -2.6468 -0.0443  -0.38
C: 5.7441 -1.8181 -1.0421  -0.27
C: 1.0408 -3.4206 3.5975  -0.18
C: 2.6992 1.9628 -0.5024  0.14
C: -0.0724 -2.2047 -0.3033  -2.13
H: 3.3367 -7.6682 1.9250  0.18
H: 1.6625 -1.4590 6.3030  0.18
H: 4.2729 1.3308 -1.8535  0.20
H: 3.1523 2.4204 1.5521  0.21
H: 2.6902 1.5602 -2.6204  0.22
H: 3.9375 3.4851 0.3729  0.22
H: 1.5903 -8.9998 0.7780  0.18
H: -0.2443 -7.8379 -0.4191  0.18
H: -5.4833 -0.9929 0.4625  0.21
H: 6.4885 -2.2840 0.9166  0.18
H: 2.9293 -0.0262 -0.3904  0.51
H: 2.7236 -0.0807 4.5300  0.19
H: 6.7074 -1.4915 -1.4201  0.19
H: -0.3171 -5.3440 -0.4586  0.23
H: -3.6589 0.2561 4.1424  0.24
H: -6.5119 -1.0121 2.4761  0.47
H: 4.2977 -3.0100 1.7813  0.19
H: 2.6576 -0.8199 2.1840  0.21
H: 4.7050 -1.4439 -2.8859  0.19
H: 2.4820 -2.1409 -1.9722  0.24
H: 0.5859 -3.6075 5.6934  0.18
H: -3.2996 -0.5521 -0.6559  0.22
H: 0.5670 -4.3656 3.3465  0.20
H: 4.5365 1.8198 0.6164  0.19
H: 3.6464 2.9783 -2.1374  0.22
H: 3.2459 -5.2030 1.8767  0.20

Force components x, y, z for each atom (eV/Å):
-0.10 -0.04 -0.02
-0.01 0.05 -0.05
0.17 0.42 -0.15
0.06 0.05 0.08
0.10 0.10 0.06
0.02 0.01 -0.07
-0.06 -0.01 -0.07
-0.09 -0.05 0.07
0.07 0.06 -0.05
0.00 0.04 0.00
-0.04 -0.18 0.09
0.00 0.01 0.00
0.07 0.00 0.05
0.16 -0.03 -0.09
0.00 0.00 0.17
0.02 0.02 0.00
-0.01 -0.02 -0.06
0.00 -0.01 -0.06
-0.01 0.00 -0.01
-0.01 -0.03 0.00
0.03 0.04 0.04
0.00 -0.10 0.06
-0.04 0.04 -0.03
-0.04 -0.07 0.12
-0.04 -0.05 -0.03
-0.04 -0.02 0.07
-0.01 0.09 -0.03
-0.05 -0.04 -0.03
-0.05 -0.02 0.02
0.00 0.00 0.02
-0.02 0.02 -0.04
-0.03 -0.01 -0.02
-0.01 -0.01 0.01
0.04 0.06 0.03
-0.07 0.01 -0.08
-0.02 -0.32 0.03
0.01 0.01 0.00
0.00 0.00 0.00
-0.01 0.02 0.02
0.01 0.00 0.00
0.00 0.00 0.01
0.00 0.00 0.02
0.00 0.00 0.00
-0.01 0.01 -0.01
0.03 0.00 -0.05
-0.01 0.00 0.01
-0.06 -0.04 -0.01
0.00 0.00 -0.01
0.00 0.01 0.00
0.03 0.02 0.01
0.00 0.00 -0.02
-0.03 0.00 0.07
0.03 0.01 -0.01
-0.01 0.00 0.01
-0.01 0.00 0.00
0.04 0.02 -0.02
0.00 -0.01 -0.01
-0.01 0.00 -0.01
-0.01 0.00 0.01
-0.01 0.00 0.01
0.02 -0.01 -0.02
-0.01 -0.02 0.00

The net charge is -2. As for the electronic energy: -184132.22306 eV. The strongest force on any atom comes out at 0.48 eV/Å.



Record 2
Here is a cluster of 3 separate species, C2H2N2O3 in total from the OMol25 dataset. Energies are from wB97M-V/def2-TZVPD.

Last column: natural (NBO) charge in e.
Geometry (Å):
O: 2.5707 1.8336 0.3566  -0.24
O: 3.0033 -0.6750 -0.9520  -0.53
O: 3.9712 -0.8405 1.1232  -0.51
N: 0.1607 -0.2147 0.1440  -0.65
N: 1.7524 2.0836 -0.4406  0.18
C: 3.4965 -0.7413 0.0701  1.04
C: 0.5223 0.4180 -0.8225  0.17
H: 0.7901 0.1592 -1.8860  0.17
H: -0.4296 -1.0814 0.0169  0.37

Force components x, y, z for each atom (eV/Å):
-1.22 0.10 -0.86
-0.73 0.07 -2.48
0.10 0.04 -0.17
-1.92 -1.06 1.03
-0.42 -1.66 0.43
0.92 -0.32 2.63
3.31 1.53 -1.25
-1.09 0.39 0.71
1.04 0.91 -0.03

As for the electronic energy: -11224.92092 eV. For the energy above the lowest of the compared OMol25 structures with the same formula, charge and spin, the calculation gives 89.6 kcal per mole. The strongest force on any atom comes out at 3.86 eV/Å.



Record 3
Here is the molecule C25H33N3O6 from the OMol25 dataset. Energies are from wB97M-V/def2-TZVPD.

Last column: natural (NBO) charge in e.
Geometry (Å):
O: -0.8152 4.7119 -1.2350  -0.48
O: 0.6082 -0.7123 -4.6556  -0.47
O: -2.6743 -0.2861 0.7275  -0.64
O: -1.9505 -0.5211 -4.3479  -0.48
O: 2.5353 -1.8425 1.6060  -0.64
O: 1.3739 5.9952 -0.6900  -0.48
N: -0.7232 -4.5714 3.6824  -0.44
N: -0.6416 0.3404 1.4955  -0.44
N: 0.5335 -2.4966 0.7916  -0.61
C: 0.7371 0.7021 1.2437  -0.03
C: 0.8997 2.1311 0.7654  -0.08
C: 2.0675 2.8150 1.0445  -0.17
C: 2.2576 4.1082 0.5781  -0.31
C: -1.2154 -0.4568 -3.2065  0.26
C: 2.5332 6.7427 -0.4212  -0.25
C: 1.9888 -0.8183 -4.9033  -0.25
C: -0.8836 -0.2342 -0.8279  -0.12
C: -3.3504 -0.4307 -4.2400  -0.25
C: 0.4922 -0.3325 -0.9912  -0.02
C: 1.5456 -1.6231 0.9385  0.69
C: 0.4280 -3.6934 1.5916  -0.25
C: 0.1880 -0.5600 -3.3759  0.29
C: -1.1551 0.6247 2.8135  -0.42
C: -0.4738 -3.4399 2.8219  -0.22
C: 0.0910 4.0403 -0.4746  0.27
C: -1.9911 4.0412 -1.6159  -0.25
C: 1.0164 -0.5015 -2.2667  -0.25
C: 0.4647 -5.1052 4.3128  -0.41
C: 1.2860 4.7354 -0.1825  0.26
C: -1.7299 -0.3014 -1.9354  -0.27
C: -0.0862 2.7568 0.0085  -0.25
C: -1.5287 -5.6107 3.0807  -0.41
C: 1.3614 -0.2737 0.2214  -0.33
C: -1.4911 -0.0604 0.5177  0.64
H: 2.8424 2.3436 1.6302  0.21
H: 1.4379 -3.9553 1.9128  0.23
H: -1.0419 1.6860 3.0470  0.20
H: -3.6606 0.5288 -3.8132  0.18
H: 3.1776 4.6168 0.8173  0.22
H: -1.8541 -6.2938 3.8654  0.20
H: 2.0861 -0.5811 -2.3769  0.22
H: -2.6070 3.7775 -0.7496  0.18
H: -1.0042 2.2329 -0.1971  0.22
H: 2.3629 0.0863 -0.0285  0.25
H: -3.7280 -0.5114 -5.2578  0.20
H: 0.1592 -5.7657 5.1246  0.20
H: 1.0479 -4.2875 4.7312  0.20
H: -2.5373 4.7434 -2.2437  0.20
H: 2.6701 6.9035 0.6535  0.17
H: 2.3828 7.7031 -0.9116  0.20
H: 1.1033 -5.6787 3.6251  0.16
H: -1.4414 -3.0622 2.4760  0.20
H: -0.9925 -6.1974 2.3194  0.16
H: 2.5252 0.0814 -4.5848  0.18
H: -2.2106 0.3590 2.8260  0.25
H: 1.2820 0.5892 2.1893  0.23
H: -3.7612 -1.2449 -3.6345  0.18
H: 0.0177 -4.4951 0.9730  0.19
H: -0.6220 0.0340 3.5613  0.20
H: 2.0840 -0.9312 -5.9819  0.20
H: -0.0036 -2.6594 3.4279  0.20
H: -2.4102 -5.1638 2.6245  0.20
H: 3.4278 6.2633 -0.8328  0.17
H: -1.7689 3.1352 -2.1906  0.18
H: -2.7902 -0.2252 -1.7531  0.25
H: -0.2924 -2.2099 0.2882  0.41
H: 2.4211 -1.6940 -4.4083  0.18

Force components x, y, z for each atom (eV/Å):
0.41 0.11 0.19
-0.44 0.06 0.30
-0.21 0.01 -0.15
0.45 -0.01 0.11
0.34 0.01 0.34
-0.29 -0.31 0.00
-0.03 -0.04 0.04
0.00 -0.01 0.12
-0.32 -0.29 -0.04
0.40 0.10 -0.28
0.20 0.14 0.23
-0.24 -0.21 -0.02
0.01 0.27 -0.15
0.00 0.00 -0.07
0.19 0.11 0.05
0.30 -0.02 -0.04
0.34 -0.07 -0.28
-0.25 0.01 0.03
-0.46 0.12 0.01
-0.15 0.29 -0.50
-0.06 -0.12 0.38
-0.06 -0.02 -0.14
-0.25 -0.04 0.15
0.16 0.02 -0.21
0.05 0.15 -0.07
-0.21 -0.13 -0.06
0.00 -0.02 -0.23
-0.13 0.02 0.01
-0.12 0.04 -0.09
-0.06 -0.04 -0.16
-0.09 0.20 -0.06
0.04 0.06 0.09
0.10 -0.13 0.40
0.00 -0.06 0.12
0.10 -0.07 0.10
-0.11 -0.08 -0.10
0.01 0.02 0.02
0.02 -0.04 0.00
0.07 0.11 -0.01
-0.05 -0.09 -0.05
0.13 -0.01 -0.08
0.03 -0.01 -0.03
-0.10 0.06 -0.06
-0.11 -0.07 0.06
-0.02 0.01 0.09
0.09 -0.06 0.04
0.09 0.01 0.05
0.00 -0.08 0.04
0.00 -0.02 -0.04
0.06 -0.05 0.05
0.06 -0.02 0.00
0.04 0.08 0.00
-0.02 -0.04 -0.03
-0.03 -0.04 0.00
0.10 0.06 0.08
-0.08 -0.01 -0.16
0.02 0.04 -0.01
0.09 -0.01 0.04
0.01 0.02 0.02
0.04 0.01 0.09
-0.03 0.08 -0.08
-0.08 -0.03 -0.05
-0.03 0.01 0.03
0.00 0.01 0.03
-0.11 -0.02 -0.04
0.18 0.00 -0.06
-0.03 0.04 -0.01

As for the electronic energy: -43215.45902 eV. For the energy above the lowest of the compared OMol25 structures with the same formula, charge and spin, the calculation gives 69.8 kcal per mole. The strongest force on any atom comes out at 0.60 eV/Å.